Entry 1:
121
Properties=species:S:1:pos:R:3:mulliken_charge:R:1 method="wB97M-V/def2-TZVPD" homo_ev=-7.65 de_lowest_kcal_mol=39.8 homo_lumo_gap_ha=0.280 charge=0
Ta -0.917 0.421 0.763 1.532
C 0.295 -0.375 -3.960 -1.276
N 0.897 0.146 -2.752 1.123
C 1.318 1.520 -2.912 -1.391
C 1.958 -0.707 -2.255 -1.721
C 2.222 -0.570 -0.767 -0.969
N 1.181 -1.099 0.188 1.213
C 0.722 -2.383 -0.367 -2.173
C -0.175 -3.213 0.484 0.837
C 0.145 -4.515 0.796 -0.477
C -0.809 -5.364 1.360 -0.468
C -2.078 -4.839 1.520 -0.074
C -2.466 -3.528 1.181 -0.366
C -1.443 -2.699 0.741 -0.055
O -1.575 -1.370 0.430 -0.537
C -3.973 -3.245 1.200 2.628
C -4.678 -4.321 0.352 -1.932
C -4.512 -3.316 2.634 -1.830
C -4.328 -1.895 0.591 -1.746
C -0.487 -6.836 1.604 2.285
C -1.616 -7.556 2.340 -2.143
C -0.275 -7.524 0.249 -1.773
C 0.790 -6.972 2.438 -1.696
C 1.961 -1.328 1.435 -2.161
C 1.373 -1.517 2.822 0.851
C 2.015 -2.399 3.666 -0.422
C 1.896 -2.283 5.057 -1.232
C 1.195 -1.194 5.533 0.006
C 0.512 -0.265 4.724 -0.099
C 0.524 -0.557 3.379 0.118
O -0.260 0.105 2.461 0.419
C 0.014 1.014 5.414 2.618
C -0.654 2.013 4.467 -2.759
C 1.262 1.702 6.000 -1.796
C -0.947 0.692 6.563 -1.609
C 2.628 -3.253 5.982 2.193
C 2.315 -4.694 5.572 -1.848
C 4.137 -3.010 5.857 -1.748
C 2.217 -3.071 7.442 -2.140
H 0.989 -0.391 -4.818 0.335
H -0.566 0.233 -4.239 0.295
H -0.058 -1.395 -3.794 0.358
H 2.085 1.628 -3.698 0.327
H 1.734 1.901 -1.979 0.368
H 0.466 2.148 -3.173 0.287
H 2.931 -0.512 -2.746 0.436
H 1.715 -1.733 -2.523 0.389
H 2.401 0.462 -0.488 0.673
H 3.151 -1.126 -0.578 0.580
H 1.601 -2.983 -0.646 0.659
H 0.178 -2.151 -1.283 0.551
H 1.134 -4.878 0.539 0.551
H -2.858 -5.484 1.896 0.398
H -4.663 -5.306 0.817 0.343
H -4.219 -4.405 -0.634 0.391
H -5.723 -4.037 0.216 0.470
H -4.285 -4.274 3.105 0.383
H -5.598 -3.196 2.626 0.460
H -4.097 -2.526 3.257 0.181
H -3.980 -1.802 -0.439 0.496
H -3.907 -1.068 1.151 -0.245
H -5.414 -1.781 0.586 0.742
H -2.520 -7.633 1.734 0.379
H -1.872 -7.052 3.274 0.416
H -1.298 -8.571 2.583 0.452
H -1.150 -7.402 -0.391 0.335
H -0.100 -8.592 0.394 0.475
H 0.586 -7.111 -0.279 0.343
H 0.622 -6.639 3.462 0.348
H 1.616 -6.390 2.031 0.292
H 1.105 -8.017 2.469 0.508
H 2.604 -0.450 1.520 0.821
H 2.630 -2.180 1.255 0.529
H 2.681 -3.134 3.228 0.359
H 1.176 -1.015 6.597 0.299
H -0.033 2.247 3.606 0.330
H -0.825 2.943 5.014 0.603
H -1.621 1.661 4.103 0.663
H 2.013 1.873 5.227 0.356
H 1.726 1.119 6.796 0.314
H 0.978 2.671 6.416 0.495
H -1.880 0.281 6.193 0.124
H -1.180 1.612 7.105 0.460
H -0.523 -0.012 7.278 0.272
H 2.678 -4.918 4.569 0.332
H 1.239 -4.879 5.586 0.372
H 2.793 -5.396 6.258 0.553
H 4.476 -3.158 4.831 0.337
H 4.694 -3.699 6.496 0.462
H 4.393 -1.991 6.150 0.335
H 1.136 -3.152 7.569 0.415
H 2.533 -2.106 7.844 0.384
H 2.686 -3.844 8.052 0.443
O 1.309 1.683 0.711 -0.542
S 0.267 2.591 0.211 0.933
O 0.604 3.801 -0.432 -0.718
O -0.496 1.552 -0.776 -0.597
O -0.761 2.615 1.296 -0.606
C -4.623 1.472 4.765 -0.834
C -4.707 2.480 3.808 -0.912
C -4.132 2.315 2.562 -0.370
C -3.440 1.143 2.252 0.509
C -3.318 0.160 3.223 0.630
C -3.929 0.313 4.461 -1.037
N -2.903 0.963 0.950 0.359
C -3.816 1.171 -0.123 0.625
C -5.190 0.994 0.091 -0.265
C -6.101 1.139 -0.937 -0.864
C -5.681 1.452 -2.225 -0.696
C -4.325 1.616 -2.446 -0.854
C -3.402 1.482 -1.414 -0.709
H -5.095 1.591 5.731 0.412
H -5.235 3.399 4.031 0.406
H -4.213 3.091 1.813 0.561
H -2.789 -0.760 2.999 -0.008
H -3.866 -0.491 5.183 0.514
H -5.553 0.729 1.074 0.489
H -7.154 0.994 -0.728 0.392
H -6.393 1.564 -3.031 0.398
H -3.959 1.865 -3.434 0.461
H -2.361 1.646 -1.645 0.705


Entry 2:
124
Properties=species:S:1:pos:R:3:mulliken_charge:R:1 method="wB97M-V/def2-TZVPD" homo_ev=-7.74 homo_lumo_gap_ha=0.239 charge=0
C 1.002 -3.147 1.682 -0.456
C 2.297 -3.064 2.664 -0.376
C 3.440 -2.116 1.968 -0.183
C 3.801 -0.798 2.832 0.791
C 5.330 -0.243 2.571 -0.606
C 5.333 1.156 1.757 -0.388
C 5.981 1.088 0.280 -0.613
C 5.669 -0.269 -0.544 0.673
C 5.467 -0.008 -2.155 -0.492
C 4.652 -1.292 -2.713 -0.147
C 3.747 -0.959 -4.045 -0.575
C 2.512 -2.006 -4.012 -0.300
C 1.331 -1.693 -5.074 -0.780
C -0.067 -2.172 -4.407 -0.336
C -1.257 -1.083 -4.473 -0.455
C -1.225 0.015 -3.297 0.385
C 0.136 0.618 -2.770 0.440
C 0.256 1.731 -1.629 -0.968
I 2.288 2.389 -1.061 0.123
C -1.069 2.297 -0.972 0.356
P -0.887 3.660 0.352 0.143
O 0.136 2.916 1.568 -0.490
O 0.138 4.952 -0.266 -0.259
C -2.481 1.718 -1.478 -0.087
C -2.555 0.592 -2.621 0.403
C -4.049 0.123 -3.058 0.098
O -4.292 -0.219 -4.263 -0.564
C -5.191 0.165 -1.906 0.440
C -6.379 -0.865 -1.833 -0.152
C -6.565 -2.091 -2.856 -0.702
C -6.490 -3.498 -2.010 0.280
C -5.529 -3.407 -0.706 -0.743
O -7.807 -3.941 -1.544 -0.568
C -7.481 -0.705 -0.681 -0.417
C -7.454 0.423 0.422 -0.911
C -6.230 1.439 0.373 0.553
C -6.189 2.565 1.538 -0.905
C -6.874 3.902 0.883 0.582
O -7.784 3.768 -0.003 -0.465
Cl -6.399 5.613 1.333 -0.177
C -5.150 1.291 -0.765 0.507
C -3.874 2.300 -0.859 0.117
O -4.008 3.521 -0.485 -0.513
H 0.214 -2.371 2.046 0.244
H 0.525 -4.201 1.663 -0.182
H 1.240 -2.888 0.576 0.136
H 2.000 -2.625 3.696 0.176
H 2.700 -4.132 2.865 0.298
H 4.389 -2.725 1.721 0.323
H 3.029 -1.740 0.944 -0.289
H 3.690 -1.064 3.958 -0.896
H 3.021 0.034 2.600 0.218
H 5.774 -0.072 3.634 0.308
H 5.973 -1.076 2.094 0.317
H 4.244 1.565 1.665 0.078
H 5.930 1.915 2.415 0.294
H 5.547 1.980 -0.330 0.220
H 7.136 1.220 0.303 0.276
H 6.577 -0.993 -0.408 0.254
H 4.759 -0.789 -0.067 -0.791
H 6.548 -0.024 -2.599 0.232
H 4.917 0.981 -2.359 0.245
H 5.306 -2.223 -2.881 0.329
H 3.885 -1.573 -1.877 -0.201
H 3.446 0.148 -3.961 0.285
H 4.461 -1.125 -4.956 0.309
H 2.046 -1.921 -2.946 -0.046
H 2.943 -3.048 -4.238 0.395
H 1.558 -2.205 -6.095 0.435
H 1.366 -0.545 -5.300 0.345
H 0.021 -2.559 -3.329 0.060
H -0.427 -3.085 -5.043 0.436
H -1.202 -0.497 -5.476 0.310
H -2.255 -1.687 -4.515 0.245
H 1.145 0.276 -3.230 -0.477
H -0.204 1.998 1.703 0.308
H -0.241 5.246 -1.132 0.341
H -7.646 -2.069 -3.298 0.336
H -5.757 -2.177 -3.666 0.246
H -6.057 -4.367 -2.662 0.286
H -5.263 -4.480 -0.328 0.124
H -6.104 -2.917 0.184 0.301
H -4.584 -2.764 -0.859 0.200
H -7.718 -4.842 -1.128 0.326
H -8.367 -1.454 -0.629 0.313
H -8.270 0.490 1.230 0.274
H -6.885 2.246 2.420 0.384
H -5.136 2.765 1.950 0.304
C -3.080 -6.931 -0.771 -1.093
C -1.720 -7.072 -0.095 -0.660
C -1.235 -5.769 0.544 -0.324
C -1.094 -4.703 -0.512 0.340
N -0.987 -3.860 -1.356 -0.533
H -3.047 -6.215 -1.597 0.337
H -3.399 -7.890 -1.187 0.391
H -3.841 -6.599 -0.057 0.211
H -0.990 -7.417 -0.835 0.337
H -1.786 -7.845 0.677 0.363
H -0.266 -5.925 1.026 0.342
H -1.942 -5.428 1.306 0.363
C 1.971 0.377 8.056 -1.156
C 3.484 0.551 7.970 -0.580
C 4.062 0.081 6.634 -0.202
C 3.775 -1.386 6.440 0.266
N 3.547 -2.552 6.287 -0.528
H 1.682 -0.675 7.985 0.359
H 1.599 0.752 9.013 0.340
H 1.467 0.928 7.256 0.288
H 3.952 -0.001 8.792 0.320
H 3.729 1.608 8.113 0.330
H 5.144 0.239 6.616 0.362
H 3.624 0.645 5.805 0.266
C 0.784 9.947 -1.326 -1.052
C 1.832 9.817 -0.226 -0.425
C 2.776 8.631 -0.440 -0.434
C 1.989 7.345 -0.455 0.369
N 1.357 6.318 -0.467 -0.528
H 0.127 9.074 -1.363 0.287
H 0.153 10.822 -1.147 0.314
H 1.258 10.064 -2.306 0.297
H 1.323 9.715 0.739 0.292
H 2.420 10.738 -0.184 0.311
H 3.515 8.589 0.365 0.272
H 3.313 8.734 -1.388 0.268